# 1
Density functional theory data (wB97M-V/def2-TZVPD) for a single C5H11NOS molecule.

```
19
Properties=species:S:1:pos:R:3:nbo_charge:R:1
S 1.56754 -0.37145 -0.80031 1.24
O 1.01861 -1.22006 -1.92238 -1.01
N -2.41779 -0.46745 -0.27277 -0.75
C -0.59161 -1.60623 0.77804 -0.48
C 1.28177 2.19970 -0.17286 -0.69
C -1.41756 -0.45099 0.55459 0.02
C 0.75804 1.12507 -0.92682 -0.51
C 0.88552 -1.15468 0.72708 -0.55
H -2.44420 -1.03488 -1.08894 0.39
H -0.80072 -2.31321 0.06955 0.23
H 1.16822 2.11423 0.97236 0.21
H 0.77501 3.10966 -0.59620 0.23
H 0.05707 1.10985 -1.75892 0.23
H 1.04400 -0.42580 1.47298 0.20
H -0.57675 -2.11175 1.77444 0.23
H 1.55813 -1.88125 0.92098 0.21
H 2.32225 2.39720 -0.32305 0.22
H -2.90704 0.47956 -0.49255 0.39
H -1.28050 0.50247 1.08479 0.19
```

Summary:
HOMO-LUMO gap (alpha / beta) in eV: 8.164 / 5.685
Energy above the lowest of the compared OMol25 structures with the same formula, charge and spin in kcal/mol: 132.5
E in Eh: -725.113748

***

# 2
Density functional theory data (wB97M-V/def2-TZVPD) for a single C18H27N3O2 molecule.

```
50
Properties=species:S:1:pos:R:3:nbo_charge:R:1
O -1.72929 0.65022 2.22726 -0.63
O -0.30264 -1.59076 -2.49843 -0.62
N 0.23276 0.23514 -1.24306 -0.43
N -3.75535 0.65930 1.23201 -0.61
N -5.89938 -1.21930 3.71484 -0.44
C 2.63830 -0.05803 -0.73822 -0.43
C 6.00756 1.41018 -1.65776 -0.23
C 6.52076 0.45590 -2.52493 -0.02
C -5.14570 -0.91574 2.52153 -0.21
C -1.85412 -0.69422 -0.83289 -0.49
C 4.76527 1.24143 -1.07255 -0.15
C -4.52426 0.49672 2.44316 -0.26
C -2.40480 0.66920 1.22095 0.69
C 7.87360 0.62224 -3.14816 -0.63
C 4.00489 0.11102 -1.33561 -0.04
C 1.57112 0.42824 -1.73222 -0.20
C 5.75613 -0.67452 -2.78972 -0.21
C -5.10572 -1.24636 4.92469 -0.41
C -1.81479 0.69780 -0.18661 -0.31
C 4.51586 -0.84432 -2.20562 -0.20
C -0.32110 1.04382 -0.18352 -0.21
C -0.56528 -0.77270 -1.64598 0.69
C -7.10085 -0.43061 3.87616 -0.41
H 1.72514 1.49068 -1.95033 0.19
H 8.20174 1.65760 -3.09714 0.21
H 7.85951 0.30730 -4.18970 0.22
H -7.66845 -0.44319 2.94707 0.20
H -5.69093 -1.72340 5.71087 0.20
H -4.25503 0.59849 0.35898 0.39
H 6.13919 -1.42851 -3.46275 0.21
H -4.80931 -0.24732 5.27529 0.16
H -5.81363 -1.05630 1.66471 0.19
H 2.45004 -1.11038 -0.51732 0.22
H -2.72340 -0.86583 -1.46522 0.23
H 6.58545 2.29680 -1.43736 0.21
H 0.10991 0.78303 0.79179 0.22
H 8.60497 0.00677 -2.62330 0.22
H -4.20848 -1.83731 4.75307 0.20
H 1.65303 -0.14177 -2.66130 0.24
H -2.37106 1.41192 -0.80005 0.22
H -0.13552 2.10416 -0.37551 0.20
H -1.81854 -1.48271 -0.07706 0.24
H 2.55903 0.51333 0.18850 0.21
H -7.70962 -0.88459 4.65793 0.20
H 4.38485 1.99696 -0.39921 0.20
H 3.93461 -1.72858 -2.42409 0.21
H -6.90546 0.61437 4.15995 0.16
H -4.33776 -1.64922 2.44391 0.20
H -3.83176 0.65041 3.27257 0.23
H -5.30788 1.25925 2.47500 0.19
```

Summary:
HOMO-LUMO gap in eV: 9.101
SMILES: Cc1ccc(CCN2C[C@H](C(=O)NCCN(C)C)CC2=O)cc1
Energy above the lowest of the compared OMol25 structures with the same formula, charge and spin in kcal/mol: 31.7
E in Eh: -1016.876014

***

# 3
Density functional theory data (wB97M-V/def2-TZVPD) for 3 unconnected molecules or ions with the total composition C17H25ClO2P.

```
46
Properties=species:S:1:pos:R:3:nbo_charge:R:1
Cl 2.24270 0.01619 -4.95720 -0.14
P -2.78163 -1.19531 -3.95763 0.98
O -1.28607 -0.30980 -4.36081 -0.84
O -2.63507 -0.47387 -2.33999 -0.85
C -2.06718 0.79310 -2.41358 -0.08
C 0.79872 2.05234 4.77586 -0.23
C 1.28091 -0.49795 -3.49677 -0.17
C -2.25697 -1.28361 0.81994 -0.21
C 2.22108 -1.13612 -2.46963 -0.63
C -1.05505 -1.51087 0.16440 -0.15
C 0.46151 0.68087 -2.97771 -0.45
C -2.32314 -1.37415 2.20437 -0.23
C 1.22635 1.25248 3.72480 -0.15
C -0.99603 0.77689 -3.54758 0.09
C -1.18733 -1.69268 2.93837 -0.24
C 3.45278 2.13035 3.96953 -0.22
C 0.01612 -1.92173 2.28357 -0.24
C 3.02413 2.92870 5.02132 -0.22
C 2.55407 1.29350 3.32222 -0.22
C 1.69628 2.88951 5.42458 -0.22
C 0.08016 -1.83221 0.89856 -0.23
H -1.61755 1.04468 -1.44328 0.15
H -3.26247 -1.19508 2.71409 0.20
H 4.48723 2.16369 3.65134 0.21
H 1.01825 -2.01069 0.38911 0.21
H 0.90488 -2.16355 2.85522 0.20
H -3.98148 -1.89552 -3.57034 -0.16
H 2.07276 -2.21787 -2.43250 0.21
H 0.52669 0.60206 3.21583 0.22
H -3.12702 -1.03295 0.22643 0.24
H 3.72443 3.58340 5.52499 0.21
H -2.82630 1.56074 -2.63664 0.15
H 1.36087 3.51375 6.24350 0.21
H -3.55116 -0.02480 -4.35637 -0.18
H -1.08817 1.71329 -4.11611 0.15
H -0.23802 2.02259 5.08685 0.21
H 0.58563 -1.22438 -3.90872 0.26
H 0.99943 1.60849 -3.19534 0.21
H -1.23747 -1.75874 4.01903 0.20
H -1.95083 -2.29868 -3.50724 -0.17
H -1.03649 -1.43451 -0.91603 0.24
H 2.88450 0.67260 2.49897 0.21
H 0.41135 0.60374 -1.88667 0.20
H -2.82916 -1.72992 -5.29284 -0.15
H 2.03538 -0.73122 -1.47457 0.20
H 3.26839 -0.95674 -2.71535 0.22
```

Summary:
HOMO-LUMO gap in eV: 6.830
Charge: -1
E in Eh: -1614.784485

***

# 4
Density functional theory data (wB97M-V/def2-TZVPD) for a molecular structure, C27H24CuN4O2.

```
58
Properties=species:S:1:pos:R:3:lowdin_spin:R:1
Cu 0.72951 -1.51701 0.59787 0.68
O 0.11143 1.15372 0.24417 0.00
O 0.07692 -0.71353 -1.01706 0.05
N -1.16294 -2.12191 0.90811 0.06
N 0.69014 -1.57440 2.48336 0.07
N -0.47092 -1.66019 3.16639 0.00
N 2.67028 -1.03902 0.90071 0.07
C -2.21746 -2.15888 0.08033 0.01
C -1.60921 0.75402 -2.90273 0.00
C 5.28883 0.82537 -1.87747 0.01
C -3.95694 1.57672 -2.93843 0.00
C -3.52022 -2.08026 0.53420 0.00
C 5.59819 -0.43261 -1.27775 0.00
C 4.08627 1.45255 -1.46854 0.00
C -0.39974 0.45324 -0.68512 0.00
C -0.45108 0.14918 -3.74476 0.00
C -3.77041 -2.15844 1.91610 0.00
C -1.57199 1.01884 -1.46044 0.00
C -3.79833 2.02668 -1.58286 0.00
C 3.13914 0.78732 -0.66981 0.01
C -2.48659 2.39101 0.43000 0.00
C 2.93549 -0.86380 2.24692 0.01
C 4.07163 -0.37673 2.86904 0.00
C 4.71448 -1.03718 -0.42519 0.01
C -2.72821 -2.07601 2.80808 0.00
C 3.09733 -0.56069 5.04519 0.00
C -2.62097 1.79669 -0.88012 0.00
C 1.79174 -1.19054 3.13030 0.01
C 3.45913 -0.47080 -0.07071 0.00
C -5.23392 1.58248 -3.68229 0.00
C -1.40710 -2.03085 2.27279 0.01
C -2.80308 0.96474 -3.57732 0.00
C 1.87786 -0.95688 4.51224 0.00
C 4.17361 -0.27770 4.22610 0.00
H -2.79311 1.86771 1.31496 0.00
H 0.97206 -1.15284 5.06440 0.00
H -6.08903 1.23171 -2.98119 0.00
H -5.20516 0.97630 -4.55608 0.00
H 4.88139 -0.01275 2.31737 0.00
H -3.12673 3.26163 0.42620 0.00
H -4.34659 -2.05238 -0.19416 0.00
H -5.63230 2.56080 -3.99596 0.00
H 3.98756 2.49333 -1.77358 0.00
H -4.61017 2.69076 -1.12442 0.00
H -2.87511 -2.17358 3.87313 0.00
H -0.77601 0.14449 -4.78172 0.00
H -1.93075 -2.09346 -0.97295 0.00
H -0.18586 -0.89924 -3.41753 0.00
H 2.09886 1.19264 -0.41788 0.00
H 0.40667 0.81731 -3.78610 0.00
H 6.55693 -0.87028 -1.54028 0.00
H 3.33585 -0.42060 6.10232 0.00
H -1.44131 2.69632 0.68635 0.00
H 5.12759 0.22005 4.55093 0.00
H -4.74389 -2.22008 2.31250 0.00
H 5.93413 1.21571 -2.63521 0.00
H 5.02268 -1.96151 0.08959 0.00
H -2.87057 0.85282 -4.67202 0.00
```

Summary:
HOMO-LUMO gap (alpha / beta) in eV: 5.425 / 5.429
Energy above the lowest of the compared OMol25 structures with the same formula, charge and spin in kcal/mol: 21.6
E in Eh: -3053.181520
Multiplicity: 2

***

# 5
Density functional theory data (wB97M-V/def2-TZVPD) for a molecular structure, C22H30N11O2S2W.

```
68
Properties=species:S:1:pos:R:3:lowdin_charge:R:1
W -0.98476 -0.08813 0.21581 1.36
S -2.99803 -0.37614 0.79167 0.44
S -1.73610 2.29603 1.22630 0.84
O 0.42631 0.32192 1.79475 -0.21
O 1.51385 1.97680 0.68632 -0.13
N 2.69789 -0.79692 -1.97600 0.08
N -0.51089 2.46679 -3.11322 0.09
N -0.70127 -2.07140 1.10383 -0.18
N -1.66515 2.85523 -2.54831 -0.02
N 1.80427 -1.54869 -0.15494 -0.05
N -0.95771 1.21698 -1.35544 -0.20
N -1.40176 -1.43262 -1.34398 -0.18
N -1.96599 2.16065 -1.53657 -0.07
N 0.95029 -0.60769 -0.65662 -0.11
N 1.02595 0.74630 -2.63239 0.19
N 2.81359 -1.62993 -0.93272 -0.03
C 2.24203 1.65806 2.87248 -0.07
C -1.53789 2.28954 3.03130 -0.46
C 1.53060 -1.01753 5.25621 -0.06
C -1.19532 -2.77740 -1.05215 -0.30
C -2.51624 1.35762 3.72065 -0.16
C 0.39846 -1.32898 4.51904 -0.03
C 2.90723 -2.00710 3.54785 -0.05
C -1.76633 -1.35570 -2.62945 -0.11
C -0.85627 -3.06420 0.26695 -0.07
C -0.74334 -2.38274 2.53874 -0.15
C 1.73927 0.97954 1.61687 -0.35
C 1.77608 -2.33382 2.81431 -0.04
C -0.09714 1.45872 -2.37837 -0.44
C -1.45178 -3.53482 -2.20373 0.01
C 2.56818 2.95118 0.84378 -0.12
C 0.50975 -2.00052 3.29937 -0.26
C 3.12214 2.76476 2.26947 -0.10
C 2.78473 -1.35971 4.77042 -0.08
C -1.81090 -2.63601 -3.19416 -0.04
C -1.47124 4.97891 0.70990 -0.12
C -0.65122 3.70631 0.82407 -0.47
C 1.54651 -0.19080 -1.78304 -0.43
H 4.16717 2.46404 2.23495 0.12
H -2.09200 -2.85888 -4.20893 0.11
H 3.67073 -1.12295 5.34498 0.12
H -0.16237 3.46536 -0.11651 0.06
H 1.43325 -0.51463 6.20899 0.12
H 3.88545 -2.27057 3.16852 0.12
H -2.01697 5.19279 1.62951 0.07
H 2.77366 0.97710 3.53347 0.11
H 2.41198 0.20168 1.25602 0.15
H -1.60478 -1.86867 2.97808 0.10
H -1.37997 -4.60690 -2.28547 0.12
H -0.58257 -1.06550 4.89811 0.12
H 1.40202 2.08878 3.41896 0.11
H -0.79815 -4.08961 0.61835 0.15
H -0.50746 2.06433 3.29655 0.05
H -3.54400 1.55926 3.42045 0.08
H -0.94102 -3.45111 2.65421 0.14
H 0.62724 -0.48891 2.31789 0.05
H 3.32933 2.76103 0.08633 0.13
H 1.87436 -2.81891 1.85295 0.10
H -2.00364 -0.40976 -3.09140 0.12
H -2.18668 4.89924 -0.10747 0.08
H -0.81324 5.82426 0.50900 0.09
H 3.06237 3.67978 2.85347 0.12
H -1.74042 3.32401 3.31634 0.09
H 0.12133 3.77020 1.58899 0.07
H -2.44366 1.50039 4.79933 0.09
H -2.29915 0.31025 3.50875 0.02
H 1.57879 1.01214 -3.43370 0.17
H 2.12618 3.92898 0.66389 0.12
```

Summary:
HOMO-LUMO gap in eV: 6.293
Charge: +1
Energy above the lowest of the compared OMol25 structures with the same formula, charge and spin in kcal/mol: 0.0
E in Eh: -2472.350071